{"formula": "C34H78ClN5O12P", "method": "ωB97M-V/def2-TZVPD", "lumo_ev": -2.9, "energy_ha": -3320.2052, "orbital_gap_ev": 7.20, "total_charge": 1, "elements": ["Cl", "P", "O", "O", "O", "O", "O", "O", "O", "O", "O", "O", "O", "O", "N", "N", "N", "N", "N", "C", "C", "C", "C", "C", "C", "C", "C", "C", "C", "C", "C", "C", "C", "C", "C", "C", "C", "C", "C", "C", "C", "C", "C", "C", "C", "C", "C", "C", "C", "C", "C", "C", "C", "H", "H", "H", "H", "H", "H", "H", "H", "H", "H", "H", "H", "H", "H", "H", "H", "H", "H", "H", "H", "H", "H", "H", "H", "H", "H", "H", "H", "H", "H", "H", "H", "H", "H", "H", "H", "H", "H", "H", "H", "H", "H", "H", "H", "H", "H", "H", "H", "H", "H", "H", "H", "H", "H", "H", "H", "H", "H", "H", "H", "H", "H", "H", "H", "H", "H", "H", "H", "H", "H", "H", "H", "H", "H", "H", "H", "H", "H"], "coordinates": [[4.446, 2.974, 4.454], [1.989, 3.888, -0.141], [0.757, 1.073, 3.834], [-0.210, -2.856, 3.970], [-2.872, -0.763, -3.988], [1.853, 2.285, -0.077], [-5.211, -4.616, -4.770], [1.707, 3.116, 3.593], [1.007, 4.538, -1.020], [3.509, 4.066, -0.630], [3.069, 1.393, -6.763], [-1.968, -6.810, 5.423], [4.830, 6.263, 3.320], [0.868, 1.507, -2.804], [-5.416, -2.262, -3.002], [0.277, 1.262, -5.835], [0.673, -5.507, 5.354], [3.857, 1.998, 2.135], [4.407, 6.380, 1.072], [1.359, -4.226, 5.292], [2.220, 1.540, -3.208], [-6.271, -2.540, -4.148], [0.886, 2.392, -6.521], [3.286, 0.012, -6.969], [-4.181, -0.227, -3.920], [-4.649, -5.524, -3.847], [5.077, 4.227, 2.160], [1.847, 4.474, 1.557], [-5.050, -0.862, -2.842], [-0.142, -5.706, 6.544], [-0.969, -6.965, 6.424], [-2.941, 0.371, 3.878], [-0.630, 1.619, -4.750], [-6.436, -4.028, -4.348], [-1.817, -7.664, 4.308], [-0.034, 2.328, -3.546], [1.438, 1.874, 2.955], [3.944, 3.374, 2.774], [-1.261, -0.880, 0.935], [-0.664, 1.309, 3.922], [-1.486, -3.478, 3.961], [0.508, -2.967, 5.188], [-1.646, 0.385, 1.714], [-1.543, 0.260, 3.253], [4.788, 5.736, 2.228], [3.892, 7.733, 1.306], [1.957, 1.924, -7.479], [-1.628, -0.713, -0.547], [2.715, 1.115, 2.616], [2.539, 3.987, 2.863], [0.222, -1.226, 1.104], [5.355, 6.351, -0.048], [-2.709, -1.893, -4.826], [4.694, 8.451, 1.494], [-1.443, -4.512, 3.610], [2.489, 0.417, 1.811], [1.014, 0.674, -5.467], [-2.685, -7.513, 3.670], [-3.460, 1.251, 3.485], [-1.535, 0.336, -0.847], [3.336, 8.041, 0.418], [-5.968, -0.272, -2.751], [4.207, -0.250, -6.451], [-0.966, -1.290, -1.196], [-1.138, -0.734, 3.474], [-2.654, -1.030, -0.751], [2.511, 0.783, -3.940], [2.507, 2.524, -3.591], [-0.877, 1.320, 4.993], [0.114, 2.928, -7.080], [3.407, -0.219, -8.032], [-1.783, -8.714, 4.611], [-5.352, -6.323, -3.594], [5.883, 5.401, -0.096], [-0.838, -4.874, 6.729], [2.787, 1.335, -2.292], [-2.903, 0.479, 4.963], [-0.178, -2.858, 6.036], [1.385, 1.984, -0.891], [-3.548, -0.497, 3.617], [0.414, -2.285, 0.925], [-2.847, -2.835, -4.287], [0.456, 3.275, -3.799], [4.820, 6.478, -0.989], [-1.688, -1.868, -5.210], [0.538, -1.021, 2.130], [-7.181, -4.203, -5.129], [-0.910, -7.440, 3.733], [-4.652, -0.264, -4.909], [-2.124, -2.919, 3.275], [0.514, -5.788, 7.415], [-1.067, 1.237, 1.335], [-0.331, -7.824, 6.199], [-1.471, -7.154, 7.377], [3.882, 3.247, -0.976], [0.083, -5.607, 4.537], [-4.517, -0.766, -1.892], [-7.253, -2.092, -3.974], [1.355, 3.110, -5.832], [-0.877, 2.319, 3.551], [2.024, -4.249, 4.424], [1.183, -2.106, 5.217], [3.222, 7.732, 2.163], [2.309, 2.775, -8.068], [0.808, -0.628, 0.400], [3.075, 0.545, 3.470], [3.882, 2.044, 1.116], [0.771, 4.385, 1.744], [5.343, 3.886, 1.159], [4.721, 1.540, 2.432], [-1.428, 2.250, -5.156], [-4.573, -2.815, -3.087], [1.996, -4.133, 6.178], [0.852, 2.063, 2.053], [-0.850, 2.571, -2.862], [-6.789, -4.501, -3.427], [2.667, 4.858, 3.508], [5.955, 4.081, 2.789], [-4.334, -5.032, -2.919], [1.556, 1.175, -8.166], [-4.062, 0.830, -3.666], [2.469, -0.601, -6.573], [6.093, 7.149, 0.065], [-3.401, -1.867, -5.671], [-2.687, 0.595, 1.444], [2.043, 5.541, 1.431], [-5.876, -2.124, -5.087], [-1.845, -1.716, 1.337], [-1.107, 0.704, -4.398], [-1.943, -3.463, 4.953], [-3.776, -5.966, -4.325]], "lowdin_charge": [0.845, 0.454, -0.041, -0.211, -0.217, -0.160, -0.196, -0.037, -0.231, -0.126, -0.202, -0.198, 0.109, -0.212, -0.047, -0.042, -0.049, 0.087, -0.162, -0.203, -0.099, -0.215, -0.215, -0.118, -0.218, -0.119, -0.073, -0.104, -0.201, -0.215, -0.215, -0.057, -0.188, -0.216, -0.116, -0.195, -0.390, -0.622, -0.403, -0.127, -0.083, -0.217, -0.138, -0.330, -0.473, -0.042, -0.213, -0.060, -0.011, -0.318, -0.063, -0.044, -0.088, 0.101, 0.079, 0.125, 0.075, 0.088, 0.086, 0.077, 0.101, 0.121, 0.086, 0.081, 0.111, 0.062, 0.084, 0.103, 0.132, 0.127, 0.091, 0.090, 0.089, 0.078, 0.108, 0.071, 0.079, 0.114, 0.072, 0.084, 0.088, 0.074, 0.114, 0.095, 0.086, 0.055, 0.124, 0.082, 0.114, 0.072, 0.125, 0.110, 0.124, 0.124, 0.083, 0.075, 0.097, 0.125, 0.109, 0.141, 0.118, 0.117, 0.093, 0.124, 0.068, 0.141, 0.146, 0.125, 0.100, 0.163, 0.128, 0.074, 0.120, 0.129, 0.124, 0.123, 0.156, 0.113, 0.081, 0.124, 0.121, 0.082, 0.102, 0.093, 0.118, 0.095, 0.110, 0.124, 0.100, 0.096, 0.088]}


{"formula": "C3H2HgO2", "method": "ωB97M-V/def2-TZVPD", "lumo_ev": [-5.6, -7.9], "energy_ha": -418.8823, "s_squared": 0.75, "spin_multiplicity": 2, "orbital_gap_ev": [7.85, 5.59], "total_charge": 1, "de_lowest_ev": 4.0249, "elements": ["Hg", "O", "O", "C", "C", "C", "H", "H"], "coordinates": [[3.545, 0.211, 1.264], [1.847, 0.639, 0.029], [-0.311, 0.965, -0.767], [-1.497, -0.400, -0.048], [0.718, 0.331, -0.214], [-0.253, -0.714, -0.541], [-2.350, -0.447, -0.733], [-1.698, -0.585, 1.011]], "lowdin_spin": [0.747, 0.214, 0.017, 0.012, 0.022, -0.013, 0.000, 0.001]}


{"formula": "C2H5NS2", "method": "ωB97M-V/def2-TZVPD", "lumo_ev": -2.4, "energy_ha": -930.1020, "orbital_gap_ev": 6.66, "total_charge": 0, "de_lowest_ev": 6.4608, "elements": ["S", "S", "N", "C", "C", "H", "H", "H", "H", "H"], "coordinates": [[2.618, 0.090, -0.174], [-2.535, 0.339, -0.233], [1.052, 0.085, 0.515], [0.202, -0.662, -0.169], [-1.294, -0.702, 0.402], [-1.213, -0.408, 1.305], [-1.654, -1.783, 0.259], [-2.235, 1.646, 0.512], [0.605, -1.087, -1.081], [2.356, 2.376, 0.507]], "lowdin_charge": [0.519, 0.653, -0.500, -0.286, -0.623, -0.041, 0.100, -0.020, 0.064, 0.134]}


{"formula": "C7H8Cl2O2", "method": "ωB97M-V/def2-TZVPD", "lumo_ev": 0.5, "energy_ha": -1342.2822, "orbital_gap_ev": 9.90, "total_charge": 0, "de_lowest_ev": 0.0000, "elements": ["Cl", "Cl", "O", "O", "C", "C", "C", "C", "C", "C", "C", "H", "H", "H", "H", "H", "H", "H", "H"], "coordinates": [[0.260, 1.290, 2.940], [0.758, 2.700, 0.636], [3.141, 0.488, 1.542], [-0.916, -0.918, -0.082], [2.055, 0.385, 1.052], [2.062, -1.827, -0.426], [-2.250, 0.894, -1.304], [-2.099, -0.108, -0.158], [0.132, -0.311, 0.336], [0.790, 1.129, 1.329], [1.435, -0.605, 0.161], [2.921, -1.581, -1.104], [1.245, -2.223, -1.194], [2.294, -2.464, 0.318], [-2.919, 1.682, -0.834], [-2.084, 0.388, 0.797], [-2.644, 0.420, -2.289], [-1.271, 1.420, -1.471], [-2.909, -0.758, -0.249]], "lowdin_charge": [0.678, 0.670, 0.116, 0.023, -0.502, -0.010, -0.063, -0.209, -0.156, -1.114, -0.187, 0.099, 0.127, 0.037, 0.099, 0.112, 0.108, 0.071, 0.101]}